{
  "formula": "C13H4AgF5NO4",
  "method": "ωB97M-V with the def2-TZVPD basis set",
  "lumo_energy_ev": 1.840,
  "charge": -1,
  "energy_ha": -1499.80957,
  "symbols": ["Ag", "F", "C", "C", "C", "F", "C", "F", "C", "F", "C", "F", "O", "C", "O", "C", "C", "C", "C", "C", "C", "N", "O", "O", "H", "H", "H", "H"],
  "coordinates": [[0.01712, -0.11378, 0.18760], [-0.86504, -2.46409, 2.35089], [-0.46841, -1.33842, 2.99315], [-0.06504, -0.23290, 2.28066], [0.31400, 0.84784, 3.04471], [0.72938, 1.99736, 2.45323], [0.30377, 0.85503, 4.42909], [0.68373, 1.93421, 5.13397], [-0.10946, -0.28087, 5.09974], [-0.13065, -0.30503, 6.44163], [-0.50101, -1.39148, 4.37638], [-0.90355, -2.49482, 5.03064], [0.44277, 0.59614, -4.04634], [0.50847, 0.86651, -2.84981], [0.18095, 0.08862, -1.89904], [1.05640, 2.25538, -2.49585], [1.45593, 3.07618, -3.55004], [1.96185, 4.34184, -3.31806], [2.06370, 4.78035, -2.00914], [1.67806, 3.99776, -0.93818], [1.17316, 2.73118, -1.19441], [2.60132, 6.13042, -1.75097], [2.92203, 6.80904, -2.70891], [2.69078, 6.49775, -0.59556], [1.35523, 2.68796, -4.55333], [2.27497, 4.98760, -4.12510], [1.77313, 4.37228, 0.07013], [0.87044, 2.11569, -0.35765]],
  "forces_ev_per_a": [[0.0, 0.0, 0.1], [0.0, 0.0, 0.0], [0.0, -0.1, 0.1], [0.0, 0.1, -0.3], [0.0, 0.1, 0.1], [0.0, 0.0, 0.0], [0.0, 0.0, 0.0], [0.0, 0.0, 0.0], [0.0, 0.0, 0.0], [0.0, 0.0, 0.0], [0.0, 0.0, 0.0], [0.0, 0.0, 0.0], [0.0, 0.0, 0.0], [0.1, -0.1, -0.1], [-0.1, 0.0, 0.1], [0.0, 0.1, 0.0], [0.0, 0.0, 0.0], [0.0, 0.0, -0.1], [0.1, 0.1, 0.0], [0.0, -0.1, 0.0], [0.0, 0.0, 0.0], [-0.1, -0.1, 0.0], [0.0, 0.0, 0.0], [0.0, 0.0, 0.0], [0.0, 0.0, 0.0], [0.0, 0.0, 0.0], [0.0, 0.0, 0.0], [0.0, 0.0, 0.0]]
}

***

{
  "formula": "C3H2N2O3",
  "method": "ωB97M-V with the def2-TZVPD basis set",
  "smiles": "O=c1cc(O)nno1",
  "lumo_energy_ev": -0.858,
  "energy_ha": -450.63044,
  "e_above_lowest_kcal_mol": 108.5,
  "symbols": ["O", "C", "C", "C", "O", "N", "N", "O", "H", "H"],
  "coordinates": [[-2.75391, -0.60876, -0.27832], [-1.63098, -0.21309, -0.09555], [-0.28696, -0.84211, 0.25123], [0.83100, -0.18499, -0.10922], [2.07488, -0.68461, -0.21387], [0.87744, 1.29767, -0.12407], [-0.20893, 1.94517, 0.01790], [-1.42559, 1.19191, 0.00566], [-0.08929, -1.95401, 0.75971], [2.61235, 0.05283, -0.21346]],
  "forces_ev_per_a": [[2.2, 0.3, 0.2], [1.3, 0.1, 1.5], [-0.4, -3.4, 0.4], [0.0, 2.4, 0.8], [-2.9, -2.4, 0.3], [-2.9, -0.6, -0.2], [1.6, -3.0, -0.5], [-0.2, 1.0, -0.5], [-1.1, 2.9, -2.0], [2.4, 2.5, 0.0]]
}

***

{
  "formula": "C26H21AgN3O3S",
  "method": "ωB97M-V with the def2-TZVPD basis set",
  "lumo_energy_ev": 2.432,
  "charge": -1,
  "energy_ha": -1938.52782,
  "e_above_lowest_kcal_mol": 2.3,
  "symbols": ["Ag", "O", "C", "C", "C", "C", "C", "C", "C", "O", "N", "N", "C", "C", "C", "C", "C", "C", "C", "O", "H", "H", "H", "H", "H", "H", "H", "H", "H", "H", "N", "S", "C", "C", "C", "C", "C", "C", "C", "C", "C", "C", "C", "C", "H", "H", "H", "H", "H", "H", "H", "H", "H", "H", "H"],
  "coordinates": [[-0.05742, -0.22460, 0.14467], [1.53266, -2.23682, -3.76614], [0.95327, -3.43828, -3.59553], [1.28175, -4.47811, -4.46308], [0.71476, -5.72822, -4.30772], [-0.20387, -5.95604, -3.29365], [-0.54525, -4.93007, -2.43637], [0.02542, -3.66726, -2.56246], [-0.34560, -2.57708, -1.62971], [0.25557, -1.43502, -1.74594], [-1.30690, -2.86286, -0.80083], [-1.63528, -1.93473, 0.13981], [-2.88294, -1.87261, 0.45288], [-3.50225, -0.96400, 1.38456], [-4.76517, -1.31797, 1.86207], [-5.52725, -0.48731, 2.65864], [-5.05217, 0.79082, 2.93396], [-3.82510, 1.18766, 2.45673], [-2.96313, 0.31895, 1.73319], [-1.77963, 0.71628, 1.43527], [1.15779, -1.67378, -3.01641], [1.98950, -4.28055, -5.25532], [0.98816, -6.53084, -4.97958], [-0.65121, -6.93165, -3.17375], [-1.26175, -5.07320, -1.64299], [-3.57568, -2.54846, -0.07060], [-5.13483, -2.30406, 1.60667], [-6.48025, -0.81846, 3.05116], [-5.64632, 1.47646, 3.52998], [-3.45428, 2.18367, 2.65945], [1.15585, 0.69130, 1.83508], [0.12523, 1.47218, 2.73180], [1.22308, 2.68678, 3.60631], [2.39758, 3.04907, 2.96763], [3.19674, 4.04877, 3.48875], [2.81191, 4.69589, 4.65187], [1.62373, 4.35469, 5.27757], [0.82273, 3.35346, 4.75235], [-0.13714, 0.44968, 4.22242], [-1.41573, 0.04774, 4.57031], [-1.59872, -0.81521, 5.63916], [-0.51083, -1.26134, 6.36913], [0.76726, -0.84939, 6.02412], [0.95393, -0.00269, 4.94699], [1.87626, 0.23332, 2.37953], [2.66636, 2.53390, 2.05582], [4.11063, 4.33414, 2.98688], [3.43145, 5.48016, 5.06339], [1.31958, 4.87963, 6.17297], [-0.10775, 3.08612, 5.23315], [-2.26288, 0.38524, 3.99673], [-2.59811, -1.13508, 5.89693], [-0.65332, -1.93471, 7.20193], [1.62092, -1.18538, 6.59600], [1.95355, 0.30676, 4.67077]],
  "forces_ev_per_a": [[0.4, 0.0, 0.0], [-0.1, 0.0, 0.1], [-0.1, 0.0, 0.2], [0.1, 0.0, -0.1], [0.0, 0.1, 0.0], [-0.1, -0.2, 0.0], [0.1, 0.1, -0.1], [0.2, -0.1, -0.3], [-0.5, 0.7, 0.5], [0.1, -0.3, -0.2], [-0.4, -1.0, -0.2], [-0.5, 0.6, 0.1], [0.8, -0.6, -0.7], [-0.2, 0.6, 0.3], [0.1, -0.1, 0.0], [-0.3, -0.1, 0.1], [0.0, 0.0, 0.0], [-0.1, 0.1, 0.1], [0.0, 0.0, -0.3], [-0.7, -0.2, -0.2], [0.1, 0.0, -0.1], [0.1, 0.0, 0.0], [0.0, 0.0, -0.1], [0.0, -0.1, 0.0], [0.0, 0.0, 0.1], [0.2, -0.1, 0.1], [-0.1, 0.0, -0.1], [0.0, 0.0, -0.1], [0.0, 0.0, 0.0], [0.1, 0.1, 0.0], [-0.3, -0.1, -0.8], [1.4, 0.7, 1.8], [-0.3, -0.1, -0.4], [0.0, -0.3, -0.2], [0.0, 0.1, 0.2], [0.1, 0.1, 0.0], [-0.1, 0.0, 0.1], [-0.1, 0.0, 0.0], [-0.3, 0.1, -0.2], [0.0, 0.1, -0.2], [0.0, 0.0, 0.2], [-0.1, 0.0, 0.0], [0.1, 0.0, 0.0], [0.2, 0.0, 0.0], [0.1, -0.1, 0.0], [0.0, 0.0, -0.1], [0.1, 0.0, 0.0], [0.0, 0.1, 0.0], [0.0, 0.0, 0.1], [-0.1, 0.0, 0.1], [-0.1, 0.0, 0.0], [-0.1, 0.0, 0.0], [0.0, 0.0, 0.1], [0.1, 0.0, 0.0], [0.1, 0.0, 0.0]]
}